The following is a DFT calculation (wB97M-V/def2-TZVPD) of 3 unconnected molecules or ions with the total composition C23H39FN3O7 at a distorted geometry.

Geometry as XYZ:
```
73
C23H39FN3O7 wB97M-V/def2-TZVPD
C 3.362 -1.326 1.551
C 4.038 -0.626 0.289
C 3.078 -0.737 -0.951
C 1.859 0.312 -0.899
C 2.413 1.800 -1.038
C 0.937 -0.087 -2.104
C 0.964 0.656 -3.394
N 0.147 0.208 -4.383
F 0.209 0.928 -5.528
N -0.669 -0.776 -4.418
C -0.783 -1.481 -3.285
O -1.698 -2.560 -3.281
C -2.904 -2.042 -3.714
N -3.831 -1.441 -4.006
C -0.014 -1.237 -2.026
C -0.195 -2.096 -0.726
O -0.521 -1.172 0.317
C -1.823 -1.419 0.878
C -2.495 -0.149 1.526
O -2.264 1.078 0.838
C -2.623 1.024 -0.553
C -4.015 0.349 -0.870
H 3.443 -2.444 1.415
H 3.936 -0.999 2.455
H 2.278 -1.026 1.598
H 4.947 -1.251 0.045
H 4.376 0.424 0.477
H 2.590 -1.754 -1.043
H 3.605 -0.524 -1.925
H 1.304 0.276 0.072
H 2.784 2.107 -0.018
H 3.307 1.791 -1.720
H 1.634 2.514 -1.408
H 1.628 1.544 -3.539
H -1.003 -2.845 -0.931
H 0.731 -2.668 -0.448
H -2.564 -1.868 0.157
H -1.690 -2.175 1.709
H -2.023 -0.025 2.546
H -3.591 -0.332 1.743
H -1.767 0.577 -1.129
H -2.702 2.097 -0.899
H -4.721 0.318 -0.006
H -4.516 0.911 -1.708
H -3.850 -0.695 -1.279
O 5.899 -0.357 2.295
C 6.959 -0.740 2.730
O 7.295 -2.034 2.620
C 8.601 -2.554 2.909
C 8.745 -2.884 4.381
C 7.872 0.193 3.477
H 9.381 -1.878 2.554
H 8.698 -3.470 2.325
H 8.643 -1.994 5.003
H 9.718 -3.336 4.579
H 7.964 -3.581 4.692
H 7.577 0.220 4.528
H 7.768 1.192 3.054
H 8.926 -0.065 3.398
O -6.067 3.458 0.946
C -7.088 3.121 0.405
O -7.055 2.181 -0.560
C -8.218 1.557 -1.120
C -8.780 2.375 -2.265
C -8.394 3.798 0.723
H -8.962 1.349 -0.350
H -7.889 0.588 -1.500
H -9.112 3.359 -1.929
H -9.627 1.863 -2.724
H -8.014 2.541 -3.026
H -8.494 4.693 0.107
H -8.385 4.089 1.773
H -9.265 3.159 0.589
```

Properties
- charge = +1
- E_LUMO (eV) = -5.1
- orbital gap (eV) = 6.715
- HOMO (eV) = -11.769

***

The following is a DFT calculation (wB97M-V/def2-TZVPD) of a molecular structure, C23H39IrN4O4S2Si at a distorted geometry.

Geometry as XYZ:
```
74
C23H39IrN4O4S2Si wB97M-V/def2-TZVPD
Ir -0.218 0.663 0.312
C 1.854 -2.294 1.610
C 0.390 -1.958 1.547
C -0.231 -1.800 0.260
C 0.576 -2.267 -0.938
C -1.663 -1.904 0.188
C -2.309 -2.002 -1.170
C -2.420 -2.054 1.347
C -3.921 -2.214 1.299
C -1.773 -2.072 2.595
C -2.581 -2.239 3.851
C -0.379 -1.956 2.701
C 0.266 -1.884 4.064
H 2.481 -1.559 1.112
H 2.007 -3.249 1.098
H 2.200 -2.417 2.631
H 0.219 -1.865 -1.878
H 0.527 -3.359 -0.997
H 1.619 -1.983 -0.844
H -2.484 -3.054 -1.412
H -1.690 -1.584 -1.956
H -3.272 -1.499 -1.214
H -4.330 -2.049 0.308
H -4.416 -1.519 1.980
H -4.216 -3.222 1.598
H -2.766 -1.266 4.316
H -2.051 -2.848 4.581
H -3.544 -2.703 3.665
H 0.502 -2.871 4.470
H -0.387 -1.381 4.775
H 1.189 -1.309 4.026
C -3.880 1.211 -0.515
C -2.813 1.273 -1.561
C -3.136 1.595 -2.861
C -2.142 1.649 -3.840
C -0.838 1.358 -3.533
C -0.540 1.009 -2.206
N -1.523 0.990 -1.264
N 0.633 0.681 -1.637
Si 2.120 0.487 -2.573
C 1.809 -0.724 -3.971
C 3.541 -0.187 -1.562
C 2.590 2.188 -3.240
H -4.854 1.158 -0.999
H -3.864 2.100 0.118
H -3.763 0.342 0.128
H -4.166 1.807 -3.106
H -2.404 1.928 -4.852
H -0.055 1.409 -4.275
H 2.035 -1.744 -3.654
H 2.460 -0.497 -4.819
H 0.781 -0.710 -4.335
H 3.623 0.199 -0.550
H 4.461 0.085 -2.089
H 3.522 -1.277 -1.510
H 2.623 2.193 -4.332
H 3.583 2.487 -2.896
H 1.880 2.962 -2.938
C 3.440 3.697 0.742
N 2.651 2.506 0.472
C 2.434 1.539 1.354
N 3.106 1.500 2.505
O 1.675 0.544 1.061
H 3.522 4.269 -0.178
H 4.448 3.424 1.054
H 2.970 4.324 1.502
H 2.011 2.511 -0.310
H 3.627 2.303 2.815
H 2.713 0.911 3.221
O 0.353 2.132 3.220
S -0.605 2.638 2.275
O -0.120 2.673 0.798
O -1.289 3.843 2.595
S -1.798 0.935 1.822
```

Properties
- expectation value of S² = 0.756
- charge = +1
- E_LUMO (spin up / spin down) (eV) = -3.8 / -5.1
- orbital gap (spin up / spin down) (eV) = 7.087 / 5.781
- HOMO (spin up / spin down) (eV) = -10.916 / -10.895
- 2S+1 = 2

***

The following is a DFT calculation (wB97M-V/def2-TZVPD) of a gas-phase ion, C23H39N2O2 (charge +1).

Geometry as XYZ:
```
66
C23H39N2O2 wB97M-V/def2-TZVPD
C -4.342 -0.224 -2.564
C -3.099 0.666 -2.490
C -3.525 2.075 -2.057
C -2.488 0.778 -3.892
C -2.031 0.122 -1.505
C -1.534 -1.286 -1.851
C -0.384 -1.694 -0.934
C -0.828 -1.675 0.523
O 0.317 -2.065 1.303
C 0.069 -2.330 2.669
C 1.361 -2.830 3.376
O 1.490 -2.216 4.640
C 2.648 -2.533 2.585
N 2.653 -1.193 1.973
C 3.700 -1.027 0.942
C 3.699 0.453 0.505
N 2.386 0.989 0.775
C 1.713 1.780 -0.167
C 0.944 2.879 0.211
C 0.234 3.596 -0.736
C 0.284 3.243 -2.073
C 1.045 2.152 -2.455
C 1.744 1.419 -1.515
C 2.183 1.185 2.195
C 2.715 -0.064 2.922
C -1.342 -0.284 0.884
C -2.489 0.113 -0.044
H -5.070 0.226 -3.234
H -4.809 -0.333 -1.589
H -4.100 -1.210 -2.950
H -4.152 2.047 -1.170
H -4.102 2.546 -2.849
H -2.655 2.695 -1.854
H -2.273 -0.199 -4.316
H -3.185 1.278 -4.561
H -1.568 1.357 -3.864
H -1.174 0.802 -1.575
H -1.181 -1.324 -2.880
H -2.348 -2.004 -1.743
H 0.444 -0.992 -1.056
H -0.029 -2.693 -1.192
H -1.621 -2.418 0.685
H -0.727 -3.079 2.763
H -0.262 -1.418 3.186
H 1.318 -3.920 3.492
H 0.883 -2.610 5.275
H 3.494 -2.629 3.268
H 2.740 -3.266 1.782
H 1.721 -1.147 1.480
H 3.461 -1.685 0.105
H 4.669 -1.314 1.355
H 4.463 1.014 1.062
H 3.941 0.538 -0.552
H 0.904 3.196 1.241
H -0.353 4.446 -0.422
H -0.262 3.812 -2.809
H 1.093 1.859 -3.493
H 2.312 0.561 -1.841
H 2.696 2.078 2.582
H 1.113 1.299 2.379
H 2.117 -0.295 3.803
H 3.752 0.062 3.241
H -0.527 0.436 0.771
H -1.693 -0.258 1.918
H -2.836 1.101 0.252
H -3.312 -0.591 0.085
```

Properties
- charge = +1
- E_LUMO (eV) = -2.1
- orbital gap (eV) = 8.855
- SMILES = CC(C)(C)[C@H]1CC[C@H](OC[C@H](O)C[NH+]2CCN(c3ccccc3)CC2)CC1
- HOMO (eV) = -10.968

***

What ΔE to the lowest compared entry with this formula, charge and spin values result from the calculations? In sequence: 52.2 4.3 0.0 kcal/mol.